# 1
Molecular formula: C35H77FN11O10S
Method: DFT, ωB97M-V/def2-TZVPD

Positions of all 135 atoms, in Å:
1 C 0.52658 -1.33580 -3.89619
2 C 0.97351 -2.76942 -4.17795
3 C 1.12181 -2.85430 -5.71429
4 C 2.35620 -3.08990 -3.62979
5 C 2.44986 -3.37590 -2.09922
6 C 3.31565 -4.61618 -1.89445
7 C 3.78317 -4.87978 -0.44494
8 C 2.88266 -5.83262 0.38092
9 C 2.84259 -5.32748 1.83258
10 N 1.80196 -4.29172 1.91327
11 C 1.80615 -3.57365 3.12924
12 N 2.67736 -3.72939 4.01920
13 N 0.72574 -2.63221 3.25089
14 S 3.20668 -1.89368 -1.34442
15 O 2.77108 -1.75566 0.00330
16 O 3.00651 -0.73423 -2.13215
17 F 4.72316 -2.24415 -1.31957
18 C 1.03044 -3.46995 -1.49949
19 C -0.01431 -4.18694 -2.36076
20 C -1.37614 -3.87825 -1.73410
21 C 0.11168 -5.71831 -2.34083
22 N -0.03774 -3.76392 -3.79949
23 O -1.19237 -3.52390 -4.28658
24 H 0.62043 -1.10630 -2.83881
25 H -0.51145 -1.18440 -4.16670
26 H 1.17144 -0.62880 -4.40365
27 H 1.03729 -3.89422 -6.01508
28 H 0.29191 -2.34669 -6.18914
29 H 2.05175 -2.41303 -6.05402
30 H 2.66493 -4.01283 -4.11764
31 H 3.03257 -2.31972 -3.98030
32 H 2.80457 -5.50243 -2.24648
33 H 4.20758 -4.51914 -2.50905
34 H 4.75842 -5.34867 -0.51661
35 H 3.93290 -3.97504 0.13465
36 H 3.36865 -6.80028 0.42883
37 H 1.88527 -5.90267 -0.02895
38 H 2.66026 -6.15146 2.51215
39 H 3.81799 -4.92351 2.09417
40 H 2.07648 -3.58950 1.22290
41 H 2.43716 -3.11289 4.79236
42 H 0.98717 -1.84412 2.65586
43 H -0.06002 -3.05483 2.75508
44 H 1.11026 -4.04580 -0.58676
45 H 0.64942 -2.50817 -1.18224
46 H -1.30193 -4.09648 -0.66864
47 H -2.14406 -4.53162 -2.11281
48 H -1.63984 -2.83024 -1.81931
49 H -0.78184 -6.09624 -2.82344
50 H 0.93272 -6.05463 -2.96540
51 H 0.19181 -6.09181 -1.32851
52 C -3.00397 0.36589 1.94277
53 C -2.82612 -1.02332 2.49884
54 O -2.81618 -2.01887 1.78488
55 N -2.67075 -1.14259 3.84158
56 C -2.65374 -0.09181 4.84152
57 H -3.11616 0.30364 0.86413
58 H -3.89855 0.82483 2.36401
59 H -2.13048 0.98045 2.16713
60 H -2.55203 -2.09635 4.14535
61 H -1.69786 -0.10910 5.36926
62 H -3.45269 -0.26375 5.56519
63 H -2.79448 0.88332 4.38933
64 C -6.73146 2.66394 5.55302
65 C -6.33290 1.37017 4.88433
66 O -5.66818 1.35031 3.85467
67 N -6.73734 0.21499 5.46029
68 C -7.52575 0.03326 6.66546
69 H -6.33561 3.49407 4.97614
70 H -7.81738 2.75537 5.59408
71 H -6.32177 2.71370 6.56234
72 H -6.43849 -0.61131 4.96347
73 H -6.95606 -0.55683 7.38250
74 H -8.42928 -0.51430 6.41376
75 H -7.79300 0.98322 7.11744
76 C 2.06421 4.92871 -1.19527
77 C 1.25485 4.19912 -2.23628
78 O 0.54707 4.78482 -3.04520
79 N 1.34268 2.84388 -2.25174
80 C 2.13075 1.98036 -1.38327
81 H 1.89578 5.99626 -1.30735
82 H 1.75696 4.62968 -0.19215
83 H 3.12779 4.71838 -1.32837
84 H 0.77820 2.41466 -2.96800
85 H 2.81817 1.40440 -1.98510
86 H 1.46351 1.29478 -0.85662
87 H 2.69317 2.55923 -0.65768
88 C 5.08147 4.94183 -3.54768
89 C 5.74056 5.03176 -2.19159
90 O 5.28145 4.46367 -1.20845
91 N 6.87218 5.77081 -2.09257
92 C 7.56263 6.51040 -3.14003
93 H 4.19410 4.32031 -3.46788
94 H 4.78284 5.93138 -3.89481
95 H 5.75958 4.48992 -4.27226
96 H 7.25688 5.78879 -1.16111
97 H 8.57789 6.13647 -3.24093
98 H 7.60638 7.56476 -2.86281
99 H 7.06011 6.41662 -4.09528
100 C -8.97637 -4.67927 4.60071
101 C -9.10305 -3.36854 5.33772
102 O -8.23421 -2.97060 6.10112
103 N -10.22690 -2.63579 5.12318
104 C -11.35102 -2.94706 4.25838
105 H -8.03380 -5.14253 4.87436
106 H -9.78954 -5.35235 4.87462
107 H -8.98495 -4.51468 3.52273
108 H -10.25295 -1.77426 5.64476
109 H -11.46478 -2.16097 3.51062
110 H -12.26518 -2.99659 4.85186
111 H -11.20718 -3.89537 3.75327
112 C 12.50759 6.23530 -5.60232
113 C 11.23884 5.83357 -4.88981
114 O 10.17329 6.38967 -5.10555
115 N 11.32100 4.81798 -3.98827
116 C 12.49094 4.04845 -3.60579
117 H 12.28092 7.05021 -6.28234
118 H 13.25758 6.57490 -4.88705
119 H 12.90432 5.39880 -6.17871
120 H 10.44117 4.59616 -3.54990
121 H 12.32000 2.99246 -3.82066
122 H 12.66797 4.16003 -2.53492
123 H 13.37183 4.37914 -4.14433
124 C -7.41676 2.94016 1.94420
125 C -8.14669 4.13396 1.38089
126 O -9.28242 4.42556 1.72541
127 N -7.49028 4.89219 0.46184
128 C -6.15032 4.70383 -0.06377
129 H -8.06077 2.43715 2.65812
130 H -7.16445 2.23674 1.15014
131 H -6.50922 3.25200 2.45698
132 H -8.03138 5.67317 0.12591
133 H -5.54438 5.58511 0.15354
134 H -6.19644 4.57396 -1.14635
135 H -5.67523 3.83343 0.37518

Calculated values
2S+1 = 2
HOMO level (spin up / spin down) = -8.5 / -8.9 eV
orbital gap (spin up / spin down) = 9.002 / 9.102 eV
energy = -3232.60514 Ha



# 2
Molecular formula: C35H78ClN3O10P5S
Method: DFT, ωB97M-V/def2-TZVPD

Positions of all 133 atoms, in Å:
1 C -0.55495 -1.54982 -4.22302
2 C -0.57354 -1.91328 -2.95568
3 N -0.77925 -0.97286 -1.84128
4 C -2.14241 -0.40039 -1.74405
5 C -2.40594 0.73513 -2.79527
6 C -3.57332 1.67204 -2.34926
7 C -3.77107 2.84154 -3.35832
8 C -2.47787 3.72948 -3.50874
9 C -1.93293 3.67031 -4.98676
10 C -0.52353 2.97518 -5.11118
11 C 0.39879 3.67422 -6.18111
12 C 0.62714 2.80896 -7.46097
13 C 1.24269 1.40019 -7.19053
14 C 2.79803 1.36481 -7.39482
15 C 3.24985 -0.10269 -7.12538
16 O 2.99595 -0.95703 -8.24836
17 C 2.39022 -2.15834 -7.77781
18 C 0.18519 -0.68786 -1.04151
19 N -0.14771 0.30407 -0.03036
20 C 0.11333 -0.20194 1.33424
21 C -0.45245 0.82140 2.38259
22 O -1.48106 1.30519 2.20626
23 Cl 0.49043 1.28112 3.82742
24 P 0.80920 1.76079 -0.35515
25 S -0.18896 3.39177 -0.01545
26 N 1.49765 -1.18234 -1.09743
27 P 2.42694 -0.60609 -2.48968
28 C 3.83408 0.39739 -1.79542
29 C 3.20118 -1.98604 -3.44737
30 P 1.66596 -2.93298 -0.74196
31 C 0.79273 -3.38391 0.86661
32 C 3.46505 -3.36342 -0.36395
33 C 3.74047 -4.67838 -1.18924
34 H -0.82474 -2.32499 -4.96012
35 H -0.30932 -0.55049 -4.60706
36 H -0.47525 -2.96819 -2.66296
37 H -2.43014 -0.11601 -0.72022
38 H -2.82432 -1.22780 -2.03645
39 H -1.48376 1.26706 -3.09785
40 H -2.76612 0.21719 -3.71382
41 H -3.42072 1.99510 -1.30111
42 H -4.49893 1.05226 -2.38242
43 H -4.63634 3.44949 -3.02402
44 H -4.08059 2.39133 -4.32567
45 H -1.70774 3.34604 -2.80518
46 H -2.67265 4.77091 -3.18452
47 H -2.61981 3.14545 -5.67489
48 H -1.83383 4.72184 -5.32084
49 H -0.70532 1.90599 -5.33126
50 H -0.01992 3.11888 -4.12911
51 H -0.12597 4.59150 -6.51168
52 H 1.38803 3.92672 -5.75750
53 H -0.30477 2.65916 -8.04289
54 H 1.32787 3.36236 -8.11852
55 H 0.98720 1.01318 -6.17953
56 H 0.83386 0.65337 -7.90689
57 H 3.26176 2.05113 -6.65483
58 H 3.05988 1.70961 -8.41106
59 H 2.59284 -0.46837 -6.30180
60 H 4.31288 -0.12631 -6.79748
61 H 2.44236 -2.89656 -8.59941
62 H 1.34061 -1.99732 -7.43970
63 H 2.94479 -2.59725 -6.91596
64 H 1.17672 -0.41430 1.55795
65 H -0.51708 -1.10320 1.47580
66 H 1.17245 1.76224 -1.73295
67 H 1.97084 1.77209 0.47200
68 H 4.79563 -0.15446 -1.77251
69 H 3.59553 0.72417 -0.76218
70 H 4.00633 1.32754 -2.37302
71 H 2.45714 -2.71574 -3.82366
72 H 4.05860 -2.48030 -2.94794
73 H 3.62855 -1.50940 -4.35745
74 H 1.25799 -2.72878 1.63848
75 H 0.93974 -4.44552 1.13059
76 H -0.26888 -3.09217 0.77527
77 H 4.15934 -2.56046 -0.67862
78 H 3.60515 -3.65115 0.69654
79 H 3.08418 -5.49061 -0.82023
80 H 3.47179 -4.54966 -2.25926
81 H 4.81334 -4.93599 -1.16404
82 O 3.24643 8.03373 6.18187
83 P 3.00685 6.57509 6.47450
84 O 1.37643 6.51646 6.20629
85 C 0.89506 6.88916 4.91599
86 C 1.12802 5.79380 3.88661
87 O 3.07060 6.67753 8.12233
88 C 3.82142 7.72120 8.75087
89 C 2.90948 8.87004 9.14475
90 O 3.13585 4.92263 6.60103
91 C 2.24108 4.16725 7.42732
92 C 1.12777 3.52869 6.62213
93 H 1.36434 7.82005 4.59010
94 H -0.17364 7.08484 5.01370
95 H 2.15042 5.40965 3.93411
96 H 0.93781 6.16786 2.87907
97 H 0.45795 4.95036 4.06284
98 H 4.63027 8.06127 8.10502
99 H 4.28730 7.30048 9.64423
100 H 2.20501 9.12232 8.35211
101 H 3.49165 9.75909 9.39174
102 H 2.31182 8.59502 10.01626
103 H 1.82551 4.75755 8.24021
104 H 2.84641 3.37764 7.87684
105 H 0.33230 4.24129 6.40112
106 H 0.66656 2.71021 7.18007
107 H 1.49401 3.14461 5.66836
108 O -2.24599 -6.00910 1.85744
109 P -3.74563 -6.16979 2.05942
110 O -3.63302 -6.18205 3.71790
111 C -3.09166 -5.03372 4.36698
112 C -4.09051 -3.88788 4.42082
113 O -3.80711 -7.79109 1.74799
114 C -2.89654 -8.38324 0.81773
115 C -1.72001 -9.00714 1.54867
116 O -5.40440 -6.14162 2.19792
117 C -6.10551 -7.03705 3.08143
118 C -6.48757 -6.37488 4.38924
119 H -2.17500 -4.71192 3.86664
120 H -2.81676 -5.33399 5.37913
121 H -4.56343 -3.72110 3.44926
122 H -3.59939 -2.96569 4.73765
123 H -4.88673 -4.10428 5.13295
124 H -2.56309 -7.65215 0.08068
125 H -3.43921 -9.15652 0.27081
126 H -1.33396 -8.35550 2.33281
127 H -0.91040 -9.23700 0.85389
128 H -2.02854 -9.93276 2.03786
129 H -5.54868 -7.95099 3.27114
130 H -7.01879 -7.31624 2.55303
131 H -5.64821 -6.34380 5.08404
132 H -7.28323 -6.93585 4.88381
133 H -6.82241 -5.34824 4.23422

Calculated values
2S+1 = 1
total charge = +1
HOMO level = -11.2 eV
orbital gap = 7.294 eV
energy = -4861.80499 Ha



# 3
Molecular formula: C35H84BN9O12P
Method: DFT, ωB97M-V/def2-TZVPD

Positions of all 142 atoms, in Å:
1 C 6.41156 -5.59327 6.64618
2 O 6.29374 -4.47340 5.65409
3 C 4.98710 -3.87453 5.96390
4 C 4.96409 -2.21079 5.78875
5 C 3.40235 -1.76863 6.00908
6 C 3.16265 -0.21868 6.46612
7 C 1.66878 0.39202 6.02380
8 N 1.48874 0.43638 4.53574
9 B 2.07773 1.68884 3.83724
10 O 3.24452 1.61833 2.89987
11 O 1.53260 3.03727 4.10375
12 C 0.35891 3.33841 3.26856
13 C 0.88931 -0.44848 3.69872
14 N 0.80937 -0.12080 2.20762
15 C 0.13205 -1.37380 1.69767
16 C -0.14921 -1.53219 0.08920
17 C -0.32248 -0.06792 -0.69583
18 O 0.03845 -0.19918 -2.13679
19 C 1.29139 0.59382 -2.28455
20 C 2.72935 -0.17572 -1.94394
21 O 1.32279 1.88924 -2.63638
22 N -0.14700 -2.28404 2.87356
23 O -0.73204 -3.45871 2.59550
24 C -2.13436 -3.51438 3.03254
25 C -3.01217 -4.48386 2.00509
26 N -4.49471 -4.23073 2.17098
27 C -5.09076 -3.50863 0.97322
28 C -4.43301 -2.03669 0.66659
29 C -3.90013 -2.05962 -0.91757
30 O -5.37920 -0.89860 0.91085
31 N 0.28350 -1.75102 4.10931
32 P 0.05088 -2.63178 5.61881
33 C 0.38463 -4.54046 5.41178
34 O -1.65233 -2.55496 6.11878
35 H 5.35474 -6.10457 6.85940
36 H 7.09989 -6.44347 6.22894
37 H 6.78298 -5.11080 7.64919
38 H 4.65285 -4.05388 7.09313
39 H 4.13767 -4.39359 5.31106
40 H 5.73913 -1.67653 6.48495
41 H 5.20843 -2.02034 4.64080
42 H 2.84171 -1.95365 4.99922
43 H 2.90044 -2.44864 6.85260
44 H 3.26693 -0.00618 7.61429
45 H 3.98308 0.43390 5.89715
46 H 0.78630 -0.06165 6.64240
47 H 1.72898 1.53305 6.37856
48 H 3.00085 2.26913 2.17016
49 H 0.28029 4.52575 3.22405
50 H -0.58009 2.89929 3.82573
51 H 0.50353 2.93224 2.18021
52 H -1.11483 -2.15295 -0.17717
53 H 0.75808 -2.07569 -0.46379
54 H -1.42775 0.35947 -0.55057
55 H 0.40192 0.75169 -0.25953
56 H 3.16557 0.24489 -0.91797
57 H 3.50067 0.04725 -2.79919
58 H 2.47837 -1.32124 -1.81837
59 H -2.61255 -2.46094 3.20754
60 H -2.13065 -4.10147 4.07202
61 H -2.80136 -5.64320 2.18632
62 H -2.71742 -4.24611 0.88457
63 H -4.96074 -5.18349 2.23646
64 H -4.95764 -4.23546 0.03640
65 H -6.26897 -3.42147 1.12173
66 H -3.47660 -1.78295 1.30495
67 H -3.12047 -1.16458 -1.00240
68 H -3.37309 -3.11135 -1.06079
69 H -4.85112 -1.91166 -1.58306
70 H -4.74097 -0.13788 1.15227
71 H 1.01345 -4.75805 4.43028
72 H -0.62188 -5.15101 5.40513
73 H 0.99253 -4.86787 6.35780
74 H -1.71306 -3.05741 7.00207
75 C 6.93570 2.96110 -6.13082
76 C 7.53109 2.57438 -4.77920
77 C 6.56338 1.78327 -3.86685
78 O 5.52865 2.57079 -3.27008
79 C 4.45946 2.89806 -4.14660
80 N 8.02625 3.78648 -4.11128
81 H 6.27074 3.82629 -6.07219
82 H 7.73344 3.23192 -6.83147
83 H 6.37744 2.12859 -6.56880
84 H 8.38940 1.92094 -4.98221
85 H 7.14418 1.37674 -3.02983
86 H 6.13192 0.91947 -4.39224
87 H 4.23225 2.08321 -4.83961
88 H 4.69105 3.81514 -4.68894
89 H 3.57280 3.09667 -3.54116
90 H 8.52802 3.51271 -3.26426
91 H 7.21173 4.29456 -3.75596
92 C -9.80509 -1.05387 4.44835
93 C -8.56160 -1.37928 3.62448
94 C -8.79933 -2.42695 2.51068
95 O -8.93429 -3.77282 2.97696
96 C -10.19936 -4.07225 3.55011
97 N -7.48370 -1.79769 4.53200
98 H -10.02960 -1.81433 5.20032
99 H -9.66205 -0.11397 4.99310
100 H -10.68345 -0.93580 3.80718
101 H -8.25148 -0.44903 3.13118
102 H -7.91988 -2.42899 1.85512
103 H -9.65582 -2.15349 1.87822
104 H -11.01592 -3.55981 3.03389
105 H -10.19471 -3.82307 4.61157
106 H -10.36087 -5.14931 3.47246
107 H -6.62197 -1.90060 3.99255
108 H -7.69339 -2.75216 4.83669
109 C 2.91403 6.73525 -6.09808
110 C 1.86857 5.73356 -5.61379
111 C 0.51476 6.37375 -5.22385
112 O 0.52510 7.07869 -3.97889
113 C 1.13328 8.36148 -4.03480
114 N 2.43261 4.95474 -4.50211
115 H 3.39639 7.27709 -5.28082
116 H 3.71345 6.21565 -6.63806
117 H 2.47285 7.46683 -6.78123
118 H 1.67228 5.04692 -6.44738
119 H -0.21754 5.56663 -5.09941
120 H 0.12997 7.01946 -6.02594
121 H 0.93044 8.87144 -4.98067
122 H 2.20655 8.27156 -3.86512
123 H 0.72759 8.96531 -3.22056
124 H 1.77793 4.20891 -4.25856
125 H 2.43110 5.55725 -3.67459
126 C -0.01157 0.68079 -5.60974
127 C -1.51518 0.56833 -5.84938
128 C -1.91155 -0.52947 -6.86546
129 O -1.64239 -0.20236 -8.23204
130 C -0.27781 -0.32521 -8.60806
131 N -2.03408 1.88328 -6.25208
132 H 0.50824 1.21890 -6.40624
133 H 0.18316 1.23505 -4.68480
134 H 0.44670 -0.30719 -5.50766
135 H -1.97356 0.29934 -4.88895
136 H -2.99767 -0.67029 -6.80456
137 H -1.45927 -1.49761 -6.60759
138 H 0.21000 -1.17011 -8.11406
139 H 0.25077 0.60491 -8.39763
140 H -0.23604 -0.48264 -9.68772
141 H -3.05376 1.83400 -6.29690
142 H -1.75664 2.03679 -7.22537

Calculated values
2S+1 = 1
total charge = +1
HOMO level = -10.2 eV
orbital gap = 6.570 eV
energy = -3145.07154 Ha